(1)
{
  "formula": "C4F12KO12S4",
  "method": "ωB97M-V/def2-TZVPD",
  "homo_energy_ev": -1.62,
  "charge": -3,
  "e_above_lowest_kj_mol": 22.0,
  "species": ["K", "C", "F", "F", "F", "S", "O", "O", "O", "C", "F", "F", "F", "S", "O", "O", "O", "C", "F", "F", "F", "S", "O", "O", "O", "C", "F", "F", "F", "S", "O", "O", "O"],
  "coordinates": [[0.03778, 13.65889, 7.24878], [-3.89384, 13.62652, 4.23513], [-4.64624, 13.17836, 3.20031], [-4.28183, 14.87284, 4.50635], [-4.21983, 12.85441, 5.29469], [-2.07665, 13.51371, 3.83966], [-2.01750, 12.37507, 2.93826], [-1.82378, 14.79557, 3.23332], [-1.48592, 13.27436, 5.14404], [3.65030, 16.24838, 7.13858], [2.87543, 16.12570, 8.22077], [3.14995, 17.20383, 6.36834], [4.86281, 16.67008, 7.56931], [3.76046, 14.65397, 6.22135], [4.47308, 15.03653, 5.02152], [4.50146, 13.78931, 7.12601], [2.36458, 14.28601, 6.06445], [-2.57028, 11.68301, 11.08024], [-2.20562, 10.70665, 10.22763], [-3.72320, 11.28268, 11.66928], [-1.62538, 11.72762, 12.06703], [-2.76308, 13.31679, 10.23159], [-2.80368, 14.23692, 11.34471], [-1.55258, 13.34884, 9.42932], [-4.00321, 13.11433, 9.52418], [-2.68647, 17.13731, 7.11336], [-2.95493, 17.47046, 5.84022], [-3.35557, 18.01822, 7.89282], [-3.21284, 15.93187, 7.33249], [-0.88271, 17.13791, 7.47799], [-0.51153, 18.53621, 7.55443], [-0.82749, 16.40764, 8.72683], [-0.34486, 16.42043, 6.34253]],
  "forces_ev_per_angstrom": [[-0.26, 0.66, -0.07], [0.09, -0.49, 0.36], [-0.08, 0.20, -0.04], [-0.09, -0.02, -0.02], [0.00, 0.19, -0.25], [-0.08, -0.16, -0.14], [0.00, 0.03, 0.14], [0.09, -0.04, -0.04], [-0.03, 0.06, -0.21], [-0.11, -0.28, 0.10], [-0.02, 0.02, 0.10], [-0.10, 0.30, -0.12], [0.12, -0.01, -0.03], [0.09, -0.31, 0.28], [-0.07, -0.08, -0.10], [0.00, 0.12, -0.05], [0.33, 0.03, -0.12], [0.20, 0.08, 0.37], [-0.05, -0.01, 0.21], [0.26, -0.04, 0.01], [-0.39, -0.20, -0.43], [0.31, -0.05, 0.07], [-0.06, -0.08, -0.06], [-0.27, -0.09, 0.11], [0.01, 0.07, -0.12], [-0.12, 0.01, -0.03], [0.02, 0.12, -0.01], [-0.06, 0.04, 0.06], [-0.05, -0.02, -0.03], [0.51, -0.12, 0.06], [-0.26, 0.13, -0.03], [0.04, 0.06, 0.06], [0.02, -0.14, -0.01]],
  "lowdin_charge": [0.86, -0.64, 0.07, 0.12, 0.10, 0.46, -0.35, -0.31, -0.41, -0.68, 0.12, 0.13, 0.08, 0.45, -0.34, -0.35, -0.40, -0.63, 0.09, 0.08, 0.07, 0.45, -0.32, -0.40, -0.32, -0.66, 0.11, 0.08, 0.12, 0.43, -0.34, -0.33, -0.34]
}

***

(2)
{
  "formula": "C21H31N3O4",
  "method": "ωB97M-V/def2-TZVPD",
  "homo_energy_ev": -8.23,
  "charge": 0,
  "e_above_lowest_kj_mol": 195.7,
  "smiles": "COc1ccccc1CN1CCNC(=O)[C@H]1CC(=O)N(C)CC1CCOCC1",
  "species": ["C", "O", "C", "C", "C", "C", "C", "C", "C", "N", "C", "C", "N", "C", "O", "C", "C", "C", "O", "N", "C", "C", "C", "C", "C", "O", "C", "C", "H", "H", "H", "H", "H", "H", "H", "H", "H", "H", "H", "H", "H", "H", "H", "H", "H", "H", "H", "H", "H", "H", "H", "H", "H", "H", "H", "H", "H", "H", "H"],
  "coordinates": [[3.85146, -0.49869, 0.62275], [3.23313, -1.32635, -0.33517], [3.08164, -0.85451, -1.60547], [3.67873, 0.30943, -2.07405], [3.53605, 0.68731, -3.39824], [2.82180, -0.10309, -4.27652], [2.21344, -1.25630, -3.80817], [2.30287, -1.63421, -2.47701], [1.51342, -2.81737, -1.96489], [0.20328, -2.47399, -1.42226], [-0.71930, -1.95385, -2.42361], [-1.64833, -0.87427, -1.86754], [-0.84167, 0.11751, -1.19635], [0.10545, -0.25344, -0.32811], [0.82745, 0.54267, 0.25180], [0.22869, -1.76390, -0.15142], [-0.86388, -2.34826, 0.79146], [-1.81608, -1.33569, 1.40569], [-2.96530, -1.24327, 0.99664], [-1.36111, -0.57983, 2.42721], [-0.02977, -0.71253, 2.97751], [-2.28899, 0.32586, 3.08042], [-2.32509, 1.75424, 2.50760], [-0.93839, 2.38522, 2.36461], [-1.07224, 3.78393, 1.75857], [-1.72462, 3.76198, 0.51027], [-3.02758, 3.23716, 0.61978], [-3.02171, 1.80336, 1.14672], [3.30097, 0.43939, 0.73474], [3.81386, -1.05617, 1.55816], [4.89667, -0.29677, 0.36866], [4.25708, 0.93268, -1.41163], [4.00207, 1.59908, -3.74134], [2.73219, 0.17387, -5.31600], [1.66868, -1.88680, -4.49789], [1.34076, -3.52479, -2.78125], [2.07137, -3.32730, -1.17771], [-1.31717, -2.78611, -2.81507], [-0.16228, -1.50842, -3.25769], [-2.19120, -0.40001, -2.68595], [-2.37819, -1.29801, -1.17030], [-0.95565, 1.10172, -1.39110], [1.20331, -1.94438, 0.30427], [-1.47467, -3.03467, 0.20355], [-0.38506, -2.92483, 1.58257], [0.73074, -0.46634, 2.23684], [0.14203, -1.72700, 3.34848], [0.07614, -0.02291, 3.81054], [-2.03143, 0.36612, 4.14188], [-3.28905, -0.10638, 2.97573], [-2.91219, 2.35668, 3.21430], [-0.31912, 1.78207, 1.70038], [-0.44451, 2.46402, 3.33493], [-0.08816, 4.21786, 1.57079], [-1.62585, 4.43947, 2.45232], [-3.45474, 3.28385, -0.38464], [-3.62891, 3.87513, 1.28894], [-4.04427, 1.43399, 1.22587], [-2.48678, 1.16588, 0.44539]],
  "forces_ev_per_angstrom": [[0.08, 0.23, 0.18], [-0.11, -0.16, -0.35], [0.02, -0.03, -0.23], [0.06, -0.01, 0.32], [-0.03, -0.04, -0.09], [0.00, 0.09, -0.14], [0.15, 0.04, 0.08], [0.02, -0.09, 0.14], [0.11, -0.01, 0.06], [0.01, -0.01, 0.01], [-0.26, -0.08, -0.24], [-0.07, -0.50, -0.09], [-0.20, 0.34, -0.27], [0.36, -0.04, 0.02], [0.26, 0.18, 0.14], [-0.01, -0.23, 0.25], [-0.19, 0.12, 0.02], [-0.01, -0.45, 0.03], [-0.27, -0.02, -0.11], [-0.05, 0.27, 0.11], [0.34, -0.26, -0.01], [-0.45, 0.35, 0.01], [0.14, -0.31, -0.10], [-0.31, 0.27, -0.07], [0.30, -0.10, 0.26], [0.08, 0.01, -0.18], [-0.25, -0.27, -0.03], [0.06, 0.43, 0.11], [0.03, -0.05, -0.01], [0.03, 0.07, -0.03], [-0.03, -0.03, 0.00], [0.05, 0.04, 0.09], [0.04, 0.07, -0.02], [0.00, 0.03, -0.08], [-0.08, -0.07, -0.02], [0.11, 0.01, 0.04], [-0.02, -0.07, -0.11], [-0.01, 0.13, -0.10], [-0.11, -0.04, 0.09], [0.04, -0.05, 0.06], [0.00, 0.07, -0.15], [0.10, -0.04, 0.11], [-0.18, 0.18, -0.12], [0.03, 0.12, 0.14], [0.04, -0.04, -0.02], [0.04, 0.03, 0.07], [0.03, 0.03, 0.08], [0.00, 0.00, -0.02], [0.02, -0.05, -0.04], [0.11, 0.05, 0.14], [-0.01, -0.02, 0.00], [0.04, -0.02, 0.04], [0.08, 0.01, 0.08], [-0.07, 0.02, 0.09], [0.06, -0.01, -0.06], [-0.05, 0.03, 0.10], [0.01, -0.01, -0.07], [-0.05, -0.07, -0.04], [-0.05, -0.05, -0.04]],
  "lowdin_charge": [-0.08, -0.11, -0.23, -0.01, -0.08, -0.09, -0.06, -0.13, -0.11, -0.11, -0.14, -0.13, 0.12, -0.45, 0.04, -0.19, -0.01, -0.47, 0.04, -0.07, -0.03, -0.11, -0.29, -0.13, -0.21, -0.14, -0.21, -0.13, 0.09, 0.10, 0.09, 0.10, 0.10, 0.10, 0.11, 0.13, 0.13, 0.12, 0.10, 0.13, 0.10, 0.16, 0.14, 0.13, 0.11, 0.07, 0.09, 0.09, 0.13, 0.13, 0.15, 0.09, 0.12, 0.12, 0.12, 0.12, 0.12, 0.12, 0.09]
}

***

(3)
{
  "formula": "C9H13AgIN2",
  "method": "ωB97M-V/def2-TZVPD",
  "homo_energy_ev": [-17.66, -17.66],
  "multiplicity": 2,
  "s_squared": 0.75,
  "charge": 2,
  "species": ["C", "C", "C", "C", "C", "C", "C", "N", "C", "I", "C", "N", "H", "H", "H", "H", "H", "H", "H", "H", "H", "H", "H", "H", "H", "Ag"],
  "coordinates": [[3.16217, -0.02383, -0.86926], [2.73393, 0.90270, 0.29727], [1.28506, 0.27638, 0.56109], [0.25123, 1.29782, 0.12604], [-1.17709, 0.79030, 0.42807], [-1.83638, -0.00914, -0.72784], [-0.85763, -0.36575, -1.74875], [-0.08230, -0.57057, -2.57241], [-2.62713, -1.28457, -0.33757], [-1.50351, -3.00629, 0.27756], [-3.53025, -1.04369, 0.77342], [-3.97881, -0.72531, 1.78751], [3.23780, -1.06837, -0.58853], [4.18588, 0.40161, -0.99613], [2.56391, 0.11351, -1.76440], [2.73071, 1.96153, 0.06345], [3.38749, 0.77195, 1.15446], [1.09134, -0.70286, 0.11932], [1.32732, 0.11192, 1.64851], [0.42529, 2.19457, 0.71902], [0.36333, 1.59287, -0.91566], [-1.17215, 0.15510, 1.31769], [-1.77388, 1.66053, 0.69090], [-2.61372, 0.61719, -1.17315], [-3.17435, -1.60400, -1.22270], [-2.41827, -2.44360, 2.95209]],
  "forces_ev_per_angstrom": [[-0.79, -0.23, -0.12], [1.29, 0.34, 0.51], [-0.69, -0.17, -0.33], [-0.03, 0.44, 0.40], [0.25, -0.47, -0.05], [-0.10, -0.07, 0.41], [-0.02, 0.12, -0.68], [-0.04, -0.10, 0.38], [-0.47, 0.05, -0.44], [0.35, -0.10, 0.09], [0.27, 0.77, 0.50], [-0.08, -0.43, -0.13], [0.17, -0.06, -0.06], [0.09, 0.15, 0.12], [0.07, -0.02, -0.10], [-0.36, 0.00, -0.25], [-0.10, -0.13, 0.12], [0.04, -0.01, -0.07], [0.37, -0.01, 0.04], [-0.02, 0.09, -0.02], [-0.03, -0.08, -0.09], [0.10, 0.05, 0.11], [-0.16, -0.01, -0.11], [0.17, 0.13, -0.28], [-0.03, -0.21, 0.04], [-0.23, -0.02, 0.00]],
  "lowdin_charge": [0.04, -0.07, -0.10, -0.16, -0.11, -0.30, -0.23, 0.24, -0.63, 1.10, -0.33, 0.18, 0.11, 0.17, 0.10, 0.14, 0.13, 0.10, 0.16, 0.14, 0.14, 0.10, 0.14, 0.17, 0.11, 0.67]
}